# 1
Formula: C25H24N3
Source: OMol25
Level of theory: ωB97M-V with the def2-TZVPD basis set

```
52
Properties=species:S:1:pos:R:3:forces:R:3:mulliken_charge:R:1
C 0.463383 2.172125 -2.141149 0.223 -0.037 -0.430 -1.6589
C -0.459737 2.052680 -1.001051 -1.205 0.363 0.267 -0.1835
N -1.636030 2.722316 -0.997872 1.351 -0.402 -0.383 0.2588
C -2.100527 3.600725 -2.058101 -0.016 0.263 -0.285 -0.8867
C -2.307718 2.528087 0.206269 -0.059 -0.322 0.445 0.4485
C -1.555898 1.619000 0.989913 -0.494 -0.087 -0.412 0.8647
C -2.128555 1.232234 2.201913 -0.602 0.095 0.418 -0.0735
C -3.317552 1.881851 2.630103 0.284 -0.483 0.134 -0.8904
C -4.026923 2.790159 1.835837 0.658 -0.055 -0.454 -0.6790
C -3.519797 3.102441 0.574167 0.125 -0.142 0.234 -1.1274
C -0.330010 1.292872 0.201564 0.109 0.179 -0.054 1.0526
C 0.851832 0.613242 0.535379 0.802 2.315 -0.527 0.4322
C 1.092416 0.271919 1.942695 0.536 -0.793 1.471 0.3146
C 0.903427 1.224583 2.985912 0.062 -0.424 -0.785 -0.2911
C 1.160413 0.907524 4.312172 0.116 -0.152 -0.095 -0.7959
C 1.656771 -0.345048 4.665276 -0.070 0.021 -0.208 -0.4615
C 1.864940 -1.288019 3.660011 -0.078 0.235 0.393 -0.9141
C 1.579404 -0.990109 2.335216 -0.138 0.140 -0.335 -0.2240
H 1.415799 1.697196 -1.894887 -0.162 0.100 -0.216 0.2847
H 0.018437 1.654820 -3.013318 0.310 0.283 0.252 0.3433
H 0.645754 3.232946 -2.404289 -0.115 -0.567 0.089 0.4796
H -3.073995 4.006554 -1.766162 0.379 -0.087 -0.221 0.3100
H -1.390717 4.429504 -2.192568 -0.275 -0.201 -0.002 0.3314
H -2.215761 3.063046 -3.013315 0.090 0.121 0.434 0.3058
H -1.691389 0.408166 2.784876 -0.207 0.714 -0.090 0.5388
H -3.730228 1.679507 3.621526 0.253 -0.250 -0.346 0.3927
H -4.959356 3.248461 2.171267 0.374 -0.225 0.008 0.4176
H -4.033867 3.782429 -0.096581 -0.037 -0.100 0.217 0.2629
H 1.746666 0.639834 -0.167329 -1.735 1.062 1.663 0.0717
H 0.575040 2.225862 2.747877 -0.109 0.026 -0.092 0.4793
H 0.970365 1.645536 5.082613 0.077 0.033 -0.101 0.4218
H 1.870704 -0.568547 5.712805 -0.070 -0.014 -0.390 0.4026
H 2.239384 -2.267757 3.925217 -0.015 -0.031 -0.087 0.4090
H 1.694312 -1.766339 1.585177 0.024 0.153 0.124 0.3685
C 3.720475 -3.449191 -2.399098 0.061 0.145 0.134 -0.8829
N 2.622250 -2.682189 -1.821608 -0.248 0.341 0.367 0.0729
C 2.710335 -1.563646 -1.050603 -1.620 -0.300 -0.156 -0.6716
N 1.489891 -1.105290 -0.724017 0.697 -1.653 -0.457 0.1295
C 0.559838 -1.971838 -1.289639 0.592 -0.476 -0.393 0.3499
C 1.260681 -2.974568 -1.975747 0.724 0.304 -0.199 0.7785
C 0.665546 -3.977138 -2.723016 -0.517 0.018 0.037 -1.0819
C -0.736427 -3.979310 -2.752673 1.111 -0.152 -0.069 -0.5800
C -1.470472 -3.003522 -2.057004 0.192 0.429 0.342 -0.8614
C -0.838369 -1.984844 -1.314223 -0.458 -0.342 -0.247 -0.1874
H 3.266664 -4.267194 -2.961976 0.376 0.117 0.081 0.2611
H 4.313576 -2.815601 -3.073702 -0.187 -0.278 0.189 0.3506
H 4.358267 -3.851831 -1.600053 -0.176 0.056 -0.328 0.3347
H 3.675001 -1.137952 -0.745819 -0.606 -0.137 -0.136 0.4455
H 1.310795 -4.686189 -3.245749 -0.626 0.018 0.038 0.2746
H -1.222341 -4.760152 -3.334979 -0.115 0.284 0.211 0.3926
H -2.559934 -3.070522 -2.120372 0.391 0.238 0.184 0.4008
H -1.396763 -1.218821 -0.770883 0.022 -0.341 -0.235 0.4691
```
Positions in Å, forces in eV/Å.

For the energy, the calculation gives -30778.4107 eV. The value obtained for the energy above the lowest of the compared OMol25 structures with the same formula, charge and spin is 115.41 kJ/mol. Its HOMO energy is -11.3185 eV. As for the total charge: +1.

***

# 2
Formula: C25H24N3O4Pt
Source: OMol25
Level of theory: ωB97M-V with the def2-TZVPD basis set

```
57
Properties=species:S:1:pos:R:3:forces:R:3:mulliken_spin:R:1
Pt -0.252620 -0.598776 0.247628 -0.100 0.225 0.143 1.3214
C -0.505423 4.028513 0.418571 0.045 0.021 0.002 0.0034
C -0.550307 3.461007 1.803127 -0.038 -0.100 0.036 0.1286
C 0.048537 4.117385 2.848831 -0.077 -0.066 -0.095 -0.0327
C 0.068642 3.562889 4.132759 0.039 0.040 0.060 0.2012
C -0.527976 2.338005 4.396028 -0.048 -0.077 -0.009 -0.0595
C -1.129864 1.616236 3.388891 0.017 0.050 0.049 0.1595
C -1.961340 0.417268 3.706662 0.034 -0.094 -0.015 -0.0133
C -1.112234 2.149539 2.053160 0.157 0.156 -0.230 0.1633
N -1.536291 1.371294 1.043524 -0.071 -0.053 0.222 0.3737
C -2.446111 1.789420 0.115821 -0.039 0.020 -0.107 -0.0272
O -3.269297 2.666019 0.283276 0.025 0.015 0.023 0.1151
C -2.457434 0.994303 -1.164286 -0.104 0.101 -0.057 0.0174
C -3.376824 1.277051 -2.162867 0.028 -0.026 0.061 0.0008
C -3.319544 0.558624 -3.346637 0.018 -0.027 -0.014 0.0099
C -2.322956 -0.392531 -3.522991 0.022 0.042 0.095 -0.0043
C -1.430940 -0.599692 -2.487113 -0.020 -0.050 -0.085 0.0099
N -1.527770 0.059008 -1.332338 0.129 -0.017 -0.024 0.0581
C -0.248736 -1.510135 -2.643066 -0.042 -0.041 0.014 -0.0187
O -0.180153 -2.308684 -3.544668 0.014 0.071 -0.017 0.1068
N 0.722166 -1.375705 -1.646532 0.227 -0.116 -0.028 0.4140
C 2.012679 -1.589438 -1.974268 0.010 0.076 0.011 0.1384
C 2.559502 -1.116450 -3.229854 0.063 -0.021 0.051 0.1558
C 1.806277 -0.206000 -4.154025 -0.061 0.013 0.006 0.0003
C 3.869376 -1.409202 -3.525984 -0.074 -0.006 0.028 -0.0418
C 4.665662 -2.140617 -2.647798 0.028 0.003 -0.033 0.2008
C 4.168580 -2.550037 -1.415663 -0.047 0.018 0.039 -0.0621
C 2.876310 -2.267534 -1.037748 0.029 -0.001 -0.099 0.1171
C 2.378087 -2.750065 0.280459 -0.052 0.008 0.148 0.0492
H 0.112930 4.922706 0.399460 0.023 -0.001 -0.005 -0.0001
H -1.503104 4.293314 0.075984 -0.035 0.030 -0.028 0.0073
H -0.084986 3.309050 -0.288722 -0.015 0.004 0.000 0.0029
H 0.526421 5.072197 2.677152 -0.001 0.021 -0.031 0.0031
H 0.542440 4.107999 4.938005 0.008 0.014 0.009 0.0028
H -0.553278 1.962682 5.409847 -0.003 -0.035 0.025 0.0029
H -1.470999 -0.203391 4.453654 0.009 -0.032 0.037 0.0111
H -2.188738 -0.175371 2.824992 0.024 -0.005 -0.010 0.0012
H -2.914898 0.752043 4.121546 -0.020 0.006 0.024 0.0109
H -4.110891 2.049524 -1.984397 0.000 0.001 -0.003 0.0012
H -4.034171 0.749796 -4.135030 -0.011 0.005 -0.009 -0.0004
H -2.212467 -0.960584 -4.434714 -0.001 -0.018 -0.019 0.0015
H 1.111915 0.440368 -3.614664 -0.014 -0.008 0.000 -0.0004
H 1.239323 -0.768550 -4.895062 -0.009 -0.015 -0.010 0.0107
H 2.512841 0.435136 -4.677418 -0.023 -0.001 -0.026 0.0027
H 4.297302 -1.040314 -4.447756 -0.004 0.018 -0.039 0.0041
H 5.687560 -2.371286 -2.915878 0.020 0.001 -0.012 0.0030
H 4.805860 -3.108615 -0.744046 -0.010 -0.014 0.027 0.0033
H 3.106133 -3.426597 0.723950 -0.033 -0.019 0.010 0.0039
H 1.422450 -3.267828 0.191459 0.010 0.011 -0.010 -0.0073
H 2.242063 -1.918233 0.976391 -0.011 -0.013 -0.021 0.0027
C -1.147964 -3.504422 3.228616 0.013 -0.035 -0.009 0.0279
O -1.174273 -2.702994 2.019996 -0.066 0.154 0.060 0.0010
C -0.308065 -1.707698 1.933666 0.076 -0.301 -0.059 0.2317
O 0.530318 -1.418828 2.756952 -0.052 0.031 -0.069 0.1878
H -2.178243 -3.785555 3.425774 0.036 0.001 -0.016 0.0008
H -0.730787 -2.935274 4.054989 -0.019 0.006 -0.011 -0.0021
H -0.544692 -4.390970 3.042357 0.001 0.029 0.021 0.0005
```
Positions in Å, forces in eV/Å.

For the energy, the calculation gives -42212.7043 eV. The value obtained for the energy above the lowest of the compared OMol25 structures with the same formula, charge and spin is 0.00 kJ/mol. Its spin multiplicity is 5. Its HOMO energy (spin up / spin down) is -10.6077 / -12.1680 eV. As for the total charge: +1.

***

# 3
Formula: C25H24N4O3S2
Source: OMol25
Level of theory: ωB97M-V with the def2-TZVPD basis set

```
58
Properties=species:S:1:pos:R:3:forces:R:3:mulliken_charge:R:1
C -8.224366 -2.599234 1.380760 -0.034 0.035 -0.004 -1.4152
C -7.268956 -1.635135 0.745275 0.113 -0.076 -0.012 0.8560
C -7.696999 -0.344422 0.428794 0.163 -0.012 -0.041 -0.6410
C -6.871295 0.595942 -0.159569 0.072 -0.016 0.012 0.9072
C -7.349397 1.967573 -0.514898 0.015 -0.017 -0.020 -1.5735
C -5.555981 0.219192 -0.439863 -0.121 -0.908 0.397 -0.3889
N -4.604449 1.019804 -1.013644 0.398 0.829 -0.420 -0.6328
C -3.489806 0.411824 -1.147223 -0.274 -1.046 0.516 0.4859
N -2.408432 0.916648 -1.797848 0.753 0.651 -0.413 -0.5415
N -1.161280 0.312863 -1.628063 -0.533 -0.373 0.225 -0.0402
C -0.063900 1.083426 -1.415138 -0.255 -0.118 0.079 0.1904
O -0.152192 2.289996 -1.287986 0.043 0.173 -0.063 -0.7171
C 1.220232 0.334163 -1.354602 0.321 -0.126 0.004 1.0850
C 1.306398 -0.954310 -0.832884 0.030 0.168 -0.211 -0.8430
C 2.539866 -1.572917 -0.738421 -0.015 -0.212 -0.092 -0.7014
C 3.672384 -0.913143 -1.174819 0.429 -0.456 0.003 0.0779
S 5.269270 -1.732203 -1.007138 0.226 -0.147 -0.143 1.3376
O 5.016910 -3.079111 -0.590021 -0.270 0.105 0.248 -0.7522
O 6.012026 -1.502386 -2.210523 -0.077 0.341 0.029 -0.7339
N 6.106315 -0.996683 0.227971 -0.469 -0.633 -0.783 0.0923
C 6.774149 0.251847 -0.066492 0.471 0.449 -0.305 -0.7669
C 6.197472 1.460996 0.698834 -0.013 -0.127 0.049 -1.0252
C 4.768557 1.259768 1.107489 -0.057 0.088 0.163 1.1890
C 3.820818 2.269433 1.043595 0.102 -0.058 0.102 -0.7880
C 2.527897 2.041895 1.481514 -0.039 0.072 0.059 -0.6030
C 2.177379 0.803158 1.990757 -0.053 0.022 0.072 -0.5863
C 3.112871 -0.215679 2.042419 0.209 0.100 0.131 -0.7989
C 4.406846 0.006848 1.600690 -0.057 0.247 0.221 0.9141
C 5.452803 -1.067640 1.519647 -0.242 -0.165 0.414 -1.4218
C 3.598357 0.354696 -1.717992 -0.060 0.068 -0.118 -0.4401
C 2.370372 0.984891 -1.793151 -0.122 -0.087 -0.011 -0.7211
S -3.449738 -1.279129 -0.568728 -0.110 0.568 -0.061 -0.3251
C -5.124584 -1.082366 -0.118018 -0.001 0.365 -0.182 0.8217
C -5.963857 -2.009601 0.468096 -0.102 -0.014 0.054 -1.0511
H -8.585803 -2.204209 2.329419 -0.056 -0.050 0.076 0.3278
H -7.747317 -3.558583 1.562871 -0.023 -0.086 0.037 0.3489
H -9.088017 -2.756487 0.735815 -0.078 -0.076 0.011 0.3280
H -8.718111 -0.070292 0.653824 -0.139 0.055 0.035 0.4146
H -7.747140 1.968746 -1.529901 -0.024 0.091 -0.067 0.2791
H -8.136908 2.290606 0.161706 -0.053 0.052 0.020 0.4181
H -6.521299 2.669901 -0.479990 -0.028 0.117 -0.013 0.3766
H -2.317554 1.931304 -1.814072 -0.026 -0.221 -0.021 0.3586
H -1.108842 -0.658468 -1.898114 0.145 0.235 -0.226 0.4433
H 0.425622 -1.460038 -0.466116 -0.090 -0.056 0.072 0.4816
H 2.647566 -2.566219 -0.332589 -0.068 -0.104 0.084 0.5743
H 6.706193 0.391057 -1.145750 0.173 0.153 0.108 0.3637
H 7.835786 0.136178 0.182846 -0.116 0.055 -0.105 0.2828
H 6.783965 1.604463 1.611924 0.033 0.063 -0.062 0.4201
H 6.301822 2.364783 0.097756 0.057 0.006 0.048 0.3305
H 4.096092 3.237696 0.651657 0.036 0.120 -0.068 0.4140
H 1.791801 2.828276 1.418787 -0.093 0.080 -0.018 0.3903
H 1.170155 0.627820 2.337572 -0.121 -0.022 0.014 0.4588
H 2.840608 -1.188526 2.425151 -0.059 -0.146 0.010 0.4810
H 5.021434 -2.065199 1.604651 0.033 0.062 0.256 0.4833
H 6.216784 -0.943600 2.295915 -0.026 -0.097 -0.064 0.3446
H 4.493469 0.834729 -2.078401 0.094 0.134 -0.069 0.4377
H 2.281124 1.985597 -2.187055 0.010 0.096 -0.016 0.4605
H -5.607146 -3.000555 0.703260 -0.024 -0.143 0.057 0.3329
```
Positions in Å, forces in eV/Å.

For the energy, the calculation gives -60088.2395 eV. The value obtained for the energy above the lowest of the compared OMol25 structures with the same formula, charge and spin is 18.96 kJ/mol. Its HOMO energy is -8.0468 eV. As for the total charge: 0.